184
Properties=species:S:1:pos:R:3:lowdin_charge:R:1 method="wB97M-V/def2-TZVPD" lumo_energy_ev=0.05 homo_ev=-9.2 charge=0
C -1.63 6.44 3.75 -0.815
O -0.45 6.14 3.62 0.015
N -2.30 6.43 4.83 0.165
N -2.44 6.76 2.80 0.154
H -1.82 6.22 5.70 0.133
H -3.28 6.65 4.75 0.112
H -2.17 6.48 1.86 0.127
H -3.38 7.04 3.02 0.108
C -1.89 6.46 -4.07 -0.771
O -1.50 6.05 -2.99 0.038
N -1.53 6.12 -5.29 0.147
N -2.60 7.55 -4.20 0.143
H -2.04 6.55 -6.05 0.103
H -0.65 5.62 -5.36 0.121
H -2.77 7.88 -5.13 0.103
H -3.04 7.89 -3.35 0.117
C 6.39 3.70 4.07 -0.818
O 7.18 2.76 3.96 -0.003
N 5.12 3.54 3.89 0.168
N 6.77 4.90 4.25 0.170
H 4.84 2.59 3.67 0.124
H 4.53 4.36 3.92 0.115
H 6.15 5.70 4.19 0.117
H 7.75 5.13 4.31 0.127
C -5.23 -0.53 6.94 -0.780
O -5.83 -0.77 8.00 0.002
N -4.70 -1.43 6.14 0.152
N -5.09 0.64 6.44 0.160
H -3.97 -1.14 5.49 0.108
H -4.77 -2.35 6.54 0.118
H -4.56 0.69 5.58 0.111
H -5.42 1.46 6.92 0.127
C 0.95 3.21 8.96 -0.845
O 0.50 4.29 8.78 0.057
N 1.92 2.86 9.75 0.161
N 0.52 2.18 8.32 0.157
H 2.07 1.87 9.87 0.108
H 2.39 3.58 10.28 0.123
H 1.08 1.34 8.35 0.111
H -0.20 2.33 7.64 0.127
C 9.39 -0.07 -0.94 -0.809
O 9.45 -0.35 -2.10 0.048
N 9.29 -0.96 0.02 0.142
N 9.11 1.08 -0.43 0.161
H 9.14 -1.94 -0.18 0.118
H 9.48 -0.65 0.96 0.104
H 9.08 1.90 -1.02 0.123
H 8.90 1.15 0.55 0.113
C -7.68 -2.98 -0.90 -0.084
C -7.84 -3.99 0.25 -0.427
C -8.94 -3.51 1.32 -0.163
O -9.15 -4.49 2.36 -0.209
C -9.42 -3.90 3.64 -0.106
N -8.10 -5.25 -0.39 0.029
H -7.52 -1.96 -0.54 0.072
H -8.56 -3.06 -1.53 0.073
H -6.77 -3.13 -1.49 0.076
H -6.83 -3.94 0.66 0.128
H -9.91 -3.32 0.86 0.120
H -8.58 -2.56 1.71 0.109
H -10.34 -3.32 3.52 0.080
H -8.58 -3.30 3.97 0.087
H -9.76 -4.58 4.41 0.083
H -8.88 -5.22 -1.03 0.069
H -8.46 -5.86 0.34 0.065
C 8.65 -11.83 4.17 -0.062
C 9.22 -10.58 4.83 -0.430
C 8.38 -9.35 4.76 -0.242
O 8.17 -8.81 3.44 -0.172
C 7.33 -7.63 3.58 -0.093
N 9.49 -11.07 6.23 0.018
H 7.75 -12.18 4.66 0.082
H 9.36 -12.66 4.16 0.073
H 8.34 -11.60 3.15 0.075
H 10.18 -10.18 4.52 0.134
H 8.81 -8.60 5.43 0.116
H 7.44 -9.53 5.28 0.126
H 7.54 -6.96 4.41 0.082
H 6.28 -7.95 3.54 0.088
H 7.62 -7.09 2.69 0.084
H 10.26 -11.72 6.12 0.062
H 9.88 -10.33 6.80 0.058
C -5.44 0.93 -8.32 -0.070
C -6.71 1.25 -7.45 -0.404
C -7.62 0.02 -7.50 -0.219
O -8.84 0.26 -6.80 -0.197
C -9.75 -0.80 -7.02 -0.116
N -6.26 1.53 -6.07 0.035
H -5.61 0.59 -9.34 0.065
H -4.83 0.15 -7.87 0.073
H -4.83 1.83 -8.45 0.064
H -7.22 2.13 -7.85 0.130
H -7.21 -0.88 -7.05 0.132
H -7.85 -0.15 -8.55 0.119
H -10.71 -0.51 -6.59 0.088
H -9.42 -1.77 -6.64 0.088
H -9.95 -0.88 -8.08 0.082
H -7.08 1.31 -5.51 0.060
H -5.86 2.45 -6.02 0.069
C 1.09 -4.87 -4.49 -0.064
C 1.77 -6.14 -5.05 -0.424
C 3.29 -6.01 -5.09 -0.209
O 3.83 -5.90 -3.75 -0.184
C 5.06 -5.19 -3.83 -0.115
N 1.29 -7.30 -4.26 0.033
H 0.02 -5.06 -4.60 0.073
H 1.27 -4.01 -5.13 0.069
H 1.44 -4.57 -3.51 0.080
H 1.54 -6.34 -6.09 0.132
H 3.38 -5.12 -5.72 0.115
H 3.75 -6.85 -5.60 0.125
H 5.74 -5.88 -4.32 0.084
H 5.45 -5.02 -2.82 0.085
H 5.00 -4.26 -4.39 0.084
H 0.33 -7.49 -4.53 0.059
H 1.06 -6.92 -3.36 0.057
C -7.49 6.68 -1.76 -0.069
C -7.93 8.16 -1.93 -0.397
C -7.32 9.17 -0.87 -0.260
O -6.00 9.38 -1.10 -0.189
C -5.66 10.64 -0.50 -0.088
N -7.51 8.51 -3.29 0.031
H -8.07 6.11 -2.49 0.077
H -7.61 6.26 -0.76 0.071
H -6.42 6.61 -1.91 0.070
H -9.02 8.17 -1.84 0.125
H -7.43 8.76 0.14 0.119
H -7.90 10.10 -0.86 0.113
H -4.57 10.60 -0.57 0.091
H -5.93 10.75 0.55 0.090
H -6.07 11.44 -1.11 0.092
H -6.52 8.30 -3.26 0.054
H -7.56 9.51 -3.37 0.067
C 11.28 6.11 -4.94 -0.078
C 10.18 6.47 -5.92 -0.435
C 8.82 6.56 -5.25 -0.186
O 8.48 5.31 -4.57 -0.201
C 7.29 5.38 -3.84 -0.124
N 10.50 7.76 -6.54 0.028
H 11.24 6.74 -4.06 0.080
H 12.34 6.06 -5.22 0.074
H 11.10 5.08 -4.63 0.072
H 10.07 5.65 -6.64 0.141
H 8.07 6.69 -6.03 0.121
H 8.72 7.42 -4.60 0.123
H 6.85 4.39 -3.72 0.089
H 6.63 6.09 -4.36 0.081
H 7.50 5.80 -2.86 0.083
H 11.39 7.68 -7.02 0.066
H 10.68 8.46 -5.84 0.065
C -2.40 1.34 0.48 -0.073
C -1.33 0.35 0.96 -0.455
C -0.06 0.50 0.18 -0.243
O 0.92 -0.34 0.71 -0.185
C 2.11 -0.34 -0.05 -0.107
N -1.21 0.66 2.36 0.042
H -2.62 1.22 -0.58 0.072
H -2.13 2.39 0.60 0.078
H -3.41 1.24 0.88 0.073
H -1.67 -0.67 0.81 0.143
H 0.33 1.51 0.35 0.130
H -0.16 0.42 -0.90 0.130
H 1.90 -0.62 -1.08 0.087
H 2.69 -1.08 0.50 0.089
H 2.78 0.53 -0.08 0.086
H -0.51 0.00 2.68 0.065
H -0.76 1.56 2.31 0.071
C -0.73 -5.94 5.52 -0.066
C -0.01 -5.61 4.21 -0.430
C -0.92 -5.87 2.95 -0.175
O -1.20 -7.27 2.68 -0.192
C -2.26 -7.34 1.71 -0.113
N 0.24 -4.19 4.31 0.009
H -1.52 -5.20 5.64 0.077
H -0.07 -5.78 6.38 0.071
H -1.06 -6.97 5.50 0.077
H 0.91 -6.13 3.96 0.135
H -0.44 -5.39 2.09 0.115
H -1.92 -5.44 3.02 0.110
H -3.12 -6.81 2.12 0.082
H -2.50 -8.33 1.34 0.087
H -1.95 -6.83 0.80 0.079
H 0.63 -3.92 3.42 0.062
H 1.03 -3.91 4.88 0.075

---

133
Properties=species:S:1:pos:R:3:lowdin_charge:R:1 method="wB97M-V/def2-TZVPD" lumo_energy_ev=-1.69 homo_ev=-8.7 charge=0
C -1.36 -6.13 -3.27 -0.002
C -2.06 -4.77 -3.02 -0.315
F -2.66 -4.24 -4.15 -0.038
C -1.13 -3.82 -2.30 -0.085
C -0.22 -3.01 -2.84 -0.229
P 0.05 -2.89 -4.65 0.392
S 1.23 -4.26 -5.37 0.103
C 0.69 -2.14 -1.98 -0.413
O 1.06 -1.06 -2.38 0.034
C 1.04 -2.70 -0.62 -0.243
C 2.23 -2.42 0.03 -0.151
C 2.42 -3.02 1.29 -0.066
B 3.79 -2.75 2.06 -0.499
O 4.67 -1.82 1.50 0.122
N 4.20 -3.36 3.33 -0.117
C 3.39 -2.89 4.47 -0.081
C 4.28 -4.84 3.26 -0.077
C 1.46 -3.84 1.85 -0.020
C 0.27 -4.12 1.19 -0.022
C 0.06 -3.53 -0.03 -0.242
C -1.23 -3.81 -0.78 -0.295
O -2.26 -4.02 -0.19 0.127
H -0.27 -6.02 -3.26 0.063
H -1.61 -6.77 -2.42 0.088
H -1.74 -6.64 -4.16 0.085
H -2.87 -4.99 -2.31 0.141
H -1.16 -2.78 -5.36 -0.038
H 0.68 -1.64 -4.84 -0.031
H 3.00 -1.76 -0.40 0.000
H 4.80 -2.02 0.57 0.071
H 2.99 -1.89 4.26 0.093
H 4.08 -2.74 5.32 0.087
H 2.63 -3.60 4.82 0.080
H 5.31 -5.12 3.01 0.087
H 4.02 -5.25 4.24 0.088
H 3.64 -5.29 2.49 0.077
H 1.63 -4.27 2.83 0.111
H -0.51 -4.78 1.57 0.134
C -0.95 0.79 1.19 -1.559
Br -0.59 -1.10 1.02 0.894
Br 0.20 1.53 2.55 0.558
Br -0.78 1.70 -0.50 0.594
H -1.98 0.92 1.52 -0.029
C 6.32 1.23 1.29 -1.596
Br 7.38 1.72 -0.25 0.553
Br 7.05 1.97 2.92 0.566
Br 4.47 1.70 1.04 0.569
H 6.37 0.16 1.38 -0.043
C -1.73 1.04 -6.23 -1.594
Br -2.30 0.27 -4.55 0.618
Br -0.63 -0.18 -7.25 0.615
Br -3.23 1.68 -7.26 0.608
H -1.12 1.90 -5.99 -0.055
C 4.43 2.69 6.10 -1.618
Br 5.82 1.35 6.16 0.552
Br 3.22 2.37 4.64 0.508
Br 3.51 2.84 7.78 0.539
H 4.91 3.64 5.90 -0.059
C -5.95 0.42 -5.10 -1.649
Br -6.80 -0.34 -6.65 0.585
Br -6.34 2.30 -4.92 0.593
Br -6.38 -0.56 -3.49 0.601
H -4.88 0.33 -5.24 -0.151
C 1.94 6.60 5.89 -1.612
Br 0.68 5.97 7.20 0.562
Br 3.76 6.42 6.49 0.581
Br 1.66 5.76 4.17 0.562
H 1.76 7.66 5.76 -0.032
C -0.02 0.47 8.52 -1.616
Br 1.59 -0.49 8.11 0.564
Br 0.17 1.54 10.12 0.590
Br -0.61 1.54 7.02 0.562
H -0.80 -0.25 8.72 -0.026
C 5.01 -1.83 -3.44 -1.547
Br 3.69 -2.51 -2.19 0.886
Br 6.77 -1.81 -2.64 0.547
Br 4.99 -2.77 -5.12 0.568
H 4.75 -0.80 -3.64 -0.101
C 10.89 -3.20 -1.52 -1.632
Br 9.73 -1.82 -0.84 0.530
Br 10.09 -4.94 -1.35 0.570
Br 11.43 -2.84 -3.34 0.576
H 11.78 -3.19 -0.91 -0.031
C -3.62 2.64 9.67 -1.653
Br -4.69 1.92 8.24 0.561
Br -3.66 4.56 9.71 0.552
Br -4.09 1.88 11.38 0.567
H -2.59 2.35 9.47 -0.109
C -3.82 -5.84 -6.95 -1.638
Br -2.19 -5.16 -7.72 0.574
Br -5.33 -4.73 -7.37 0.569
Br -4.12 -7.69 -7.43 0.531
H -3.69 -5.81 -5.88 -0.059
C -3.60 -11.89 -6.33 -1.625
Br -1.91 -12.75 -6.69 0.577
Br -3.52 -10.79 -4.75 0.560
Br -4.23 -10.90 -7.86 0.536
H -4.32 -12.67 -6.14 -0.031
C -3.89 5.18 -4.16 -1.622
Br -2.15 4.45 -4.53 0.596
Br -3.90 6.19 -2.52 0.571
Br -4.58 6.20 -5.64 0.622
H -4.56 4.34 -4.02 -0.105
C 5.02 -6.30 -7.42 -1.624
Br 3.15 -6.56 -7.01 0.547
Br 5.32 -4.64 -8.35 0.555
Br 6.12 -6.44 -5.84 0.557
H 5.31 -7.10 -8.08 -0.033
C -4.71 8.80 9.26 -1.633
Br -6.00 8.26 10.59 0.585
Br -2.91 8.53 9.87 0.565
Br -5.04 7.94 7.57 0.572
H -4.84 9.87 9.11 -0.060
C 6.12 3.54 -3.64 -1.639
Br 5.23 5.01 -2.78 0.576
Br 5.17 1.88 -3.38 0.580
Br 6.45 3.89 -5.51 0.581
H 7.09 3.43 -3.16 -0.042
C -8.22 11.33 10.05 -1.656
Br -6.54 12.20 10.43 0.568
Br -9.64 12.01 11.15 0.577
Br -8.65 11.42 8.17 0.572
H -8.09 10.28 10.30 -0.087
C -7.13 2.19 -0.67 -1.645
Br -6.45 3.94 -1.08 0.548
Br -5.98 1.24 0.56 0.558
Br -8.95 2.25 -0.05 0.579
H -7.13 1.62 -1.60 -0.099
C -4.78 10.01 -5.30 -1.658
Br -3.68 10.73 -6.70 0.566
Br -4.28 10.69 -3.57 0.561
Br -6.66 10.28 -5.65 0.563
H -4.61 8.94 -5.28 -0.125

---

99
Properties=species:S:1:pos:R:3:lowdin_charge:R:1 method="wB97M-V/def2-TZVPD" lumo_energy_ev=-2.74 homo_ev=-9.3 charge=+1
C 1.59 1.94 -1.69 -0.336
C -0.57 1.30 -2.26 -0.319
C 1.67 2.79 -2.80 -0.016
C -0.54 2.06 -3.43 -0.019
C 0.59 2.83 -3.69 -0.029
H 2.59 3.34 -2.96 0.118
H -1.42 2.06 -4.09 0.122
H 0.64 3.44 -4.60 0.118
N 0.44 1.32 -1.37 0.044
P 2.74 -0.03 -0.03 1.022
P -2.33 0.37 -0.19 1.068
C 2.82 1.64 -0.84 -0.252
H 3.73 1.70 -1.46 0.080
H 2.91 2.41 -0.06 0.087
C 0.19 -1.93 2.51 -0.027
O 0.30 -2.82 3.25 0.110
C -1.67 0.29 -1.98 -0.321
H -2.51 0.41 -2.67 0.095
C -3.60 -1.04 -0.07 -0.672
C -3.16 2.04 0.05 -0.671
C 3.34 -1.20 -1.37 -0.670
C 3.94 0.06 1.44 -0.683
C -2.89 -2.24 0.58 -0.130
H -2.59 -2.02 1.61 0.053
H -3.59 -3.09 0.61 0.094
H -2.00 -2.56 0.02 0.038
C -4.77 -0.67 0.85 -0.098
H -4.44 -0.43 1.86 0.076
H -5.38 0.14 0.45 0.069
H -5.42 -1.56 0.92 0.094
C -4.16 -1.47 -1.44 -0.074
H -5.01 -2.14 -1.26 0.095
H -4.53 -0.63 -2.04 0.072
H -3.42 -2.03 -2.03 0.075
C -3.42 2.13 1.58 -0.119
H -2.71 1.53 2.17 0.030
H -3.29 3.16 1.91 0.084
H -4.44 1.82 1.84 0.067
C -2.22 3.20 -0.32 -0.110
H -1.26 3.12 0.19 0.017
H -2.06 3.27 -1.41 0.072
H -2.70 4.14 0.01 0.097
C -4.45 2.15 -0.80 -0.077
H -4.62 1.32 -1.50 0.056
H -5.33 2.25 -0.15 0.080
H -4.41 3.07 -1.40 0.084
C 3.91 -1.32 2.13 -0.097
H 4.32 -1.21 3.15 0.095
H 2.90 -1.73 2.23 0.045
H 4.54 -2.05 1.61 0.067
C 3.44 1.10 2.45 -0.148
H 3.34 2.11 2.02 0.066
H 2.47 0.82 2.88 0.013
H 4.16 1.16 3.29 0.092
C 5.36 0.45 1.03 -0.085
H 5.84 0.96 1.88 0.088
H 5.98 -0.43 0.81 0.076
H 5.41 1.14 0.18 0.078
C 2.42 -1.16 -2.61 -0.070
H 3.03 -1.23 -3.53 0.095
H 1.71 -2.00 -2.61 0.062
H 1.82 -0.25 -2.70 0.054
C 3.29 -2.63 -0.80 -0.099
H 2.28 -2.88 -0.43 0.068
H 3.52 -3.32 -1.63 0.099
H 4.02 -2.81 -0.01 0.056
C 4.76 -0.85 -1.80 -0.092
H 4.86 0.18 -2.17 0.078
H 5.50 -1.02 -1.01 0.061
H 5.03 -1.52 -2.63 0.094
Cd 0.24 -0.38 0.56 1.035
N -0.31 -1.68 -1.21 -0.054
C -1.01 -1.15 -2.11 -0.463
C -1.25 -1.92 -3.41 -0.196
C -1.02 -3.29 -3.36 -0.055
C -1.68 -1.31 -4.60 -0.038
C -1.30 -4.08 -4.48 -0.073
H -0.63 -3.72 -2.44 0.100
C -1.91 -2.09 -5.73 -0.078
H -1.80 -0.23 -4.64 0.089
C -1.74 -3.49 -5.67 -0.079
H -1.16 -5.16 -4.41 0.103
H -2.22 -1.62 -6.66 0.104
H -1.93 -4.10 -6.55 0.102
S 0.24 1.87 2.06 0.578
C 0.10 1.51 3.75 -0.766
N -0.61 0.45 4.19 0.009
C -0.48 -0.07 5.55 -0.164
C -0.29 1.07 6.54 -0.158
C 0.82 2.00 6.09 -0.160
N 0.68 2.32 4.67 0.028
H -0.82 -0.23 3.45 0.046
H 0.35 -0.79 5.61 0.125
H -1.41 -0.63 5.78 0.131
H -0.03 0.63 7.51 0.128
H -1.22 1.62 6.66 0.128
H 1.81 1.56 6.25 0.127
H 0.78 2.93 6.66 0.128
H 1.31 3.02 4.27 0.136